--- a ---
Entry from the Open Molecules 2025 dataset: one molecule with the formula C4H3NO2 (wB97M-V/def2-TZVPD).

Its SMILES is O=Cc1ncco1. The calculation puts the LUMO energy at -0.113 eV.

The geometry in XYZ format:
```
10
C4H3NO2 (wB97M-V/def2-TZVPD)
O -0.14618 -2.81733 1.20592
C -0.51514 -1.92147 0.49589
C -0.00708 -0.53092 0.24461
N -0.73128 0.09544 -0.63100
C -0.16325 1.32807 -0.76043
C 0.90807 1.40189 0.06321
O 1.02361 0.20928 0.72105
H -1.39472 -1.98618 -0.16677
H -0.59734 2.03870 -1.44169
H 1.62330 2.18250 0.26920
```

--- b ---
Entry from the Open Molecules 2025 dataset: one molecule with the formula C4H3NO2 (wB97M-V/def2-TZVPD).

The calculation puts the LUMO energy at -0.375 eV.

The geometry in XYZ format:
```
10
C4H3NO2 (wB97M-V/def2-TZVPD)
C 0.01186 -0.16742 -1.24625
C 1.09161 -0.23830 0.81703
C 1.26283 -0.00716 -1.72842
C 2.47142 0.43409 -1.07964
N -0.00091 -0.02880 0.12467
O 1.94779 -0.38203 -2.88189
O 3.14127 -0.05209 -2.16369
H -0.88957 -0.38225 -1.79454
H 1.06199 0.18281 1.82553
H -0.89894 0.22708 0.54958
```

The structure with the greatest stability is a.

--- a ---
Entry from the Open Molecules 2025 dataset: C6H16N2O as an isolated structure (wB97M-V/def2-TZVPD).

The calculation puts the LUMO energy at 0.709 eV.

The geometry in XYZ format:
```
25
C6H16N2O (wB97M-V/def2-TZVPD)
C 1.74637 -0.14374 0.26162
C 1.38727 1.21348 0.45394
C 2.72113 -0.46443 -0.84947
C 0.25616 -1.56984 -0.12416
H 1.92033 -0.68328 1.18610
H 1.61935 1.63568 1.42907
H -0.02649 1.28422 0.61503
H 1.55758 1.90778 -0.36510
H 3.72254 -0.10498 -0.59222
H 2.77865 -1.53243 -1.05723
H 2.44647 0.04935 -1.77289
H 0.98520 -2.37088 -0.01482
H -0.13658 -1.71926 -1.13445
H -0.46618 -1.77425 0.65989
C -1.78363 0.60302 -1.47960
C -1.77816 0.25592 -0.02778
N -1.43948 0.87648 2.20449
O -2.59077 -0.73999 0.41175
N -1.30525 1.12042 0.82895
H -2.40446 -1.54599 -0.09608
H -1.91432 1.66474 2.62640
H -1.92030 0.00169 2.38263
H -1.60068 -0.28259 -2.08885
H -1.00573 1.33087 -1.69258
H -2.76904 0.98803 -1.76463
```

--- b ---
Entry from the Open Molecules 2025 dataset: C6H16N2O as an isolated structure (wB97M-V/def2-TZVPD).

The calculation puts the LUMO energy at 0.900 eV.

The geometry in XYZ format:
```
25
C6H16N2O (wB97M-V/def2-TZVPD)
C 2.00503 -0.47334 -0.03782
C 1.69571 -1.27468 -1.28611
N 1.94580 0.93815 -0.30409
N 3.25399 -0.88765 0.54256
C 0.65363 -0.48874 1.94846
O 0.78325 0.59743 2.34783
H 1.07780 1.19353 -0.76021
H 2.02248 1.48306 0.55287
H 3.51921 -0.29420 1.32098
H 4.01064 -0.84284 -0.13531
H 1.06907 -1.09353 0.84143
H 0.69162 -1.05530 -1.64855
H 1.76525 -2.34182 -1.07492
H 2.41117 -1.03675 -2.08011
C -1.87685 0.31388 -0.16575
C -2.16235 1.54221 0.69408
C -3.15308 -0.38360 -0.62788
H -1.26271 -0.39235 0.40457
H -1.29235 0.61034 -1.04277
H -2.92709 -1.25826 -1.23662
H -2.73358 1.26625 1.58108
H -2.74310 2.27798 0.13594
H -1.23844 2.01490 1.02770
H -3.76712 0.29161 -1.22446
H -3.74798 -0.70628 0.22710
```

--- c ---
Entry from the Open Molecules 2025 dataset: one molecule with the formula C6H16N2O (wB97M-V/def2-TZVPD).

Its SMILES is CC[C@@H](O)[C@@H](N)N(C)C. The calculation puts the LUMO energy at 0.902 eV.

The geometry in XYZ format:
```
25
C6H16N2O (wB97M-V/def2-TZVPD)
C -1.60402 0.71571 0.27311
C 1.69070 0.12815 1.40227
C 1.28350 1.31567 -0.64804
C -2.13973 0.03462 1.51143
N 0.77295 0.33186 0.29803
H -2.39180 1.09686 -0.37014
H -1.07945 1.63440 0.53448
H 1.26144 -0.57001 2.12007
H 1.87974 1.08261 1.89505
H 2.66123 -0.27334 1.07160
H 1.33804 2.28268 -0.14593
H 0.59955 1.39554 -1.48912
H 2.28151 1.05039 -1.02547
H -2.81192 -0.77800 1.24256
H -2.68236 0.75067 2.13399
H -1.32956 -0.38942 2.10355
N 1.16069 -1.55560 -1.28925
C -1.09722 -0.61443 -0.89953
C 0.27947 -0.92877 -0.31890
O -1.03024 -0.06595 -2.21356
H -0.82784 -0.77665 -2.83348
H 2.06754 -1.77198 -0.88971
H 1.30050 -0.94422 -2.08604
H -1.71246 -1.52176 -0.88465
H 0.12974 -1.62901 0.50768
```

The structure with the greatest stability is c.

--- a ---
Entry from the Open Molecules 2025 dataset: a 2-piece molecular cluster, C6H14N2O2 overall (wB97M-V/def2-TZVPD).

Its SMILES is CNC(C)=O.CNC(C)=O. The calculation puts the LUMO energy at 0.607 eV.

The geometry in XYZ format:
```
24
C6H14N2O2 (wB97M-V/def2-TZVPD)
C 1.63848 -2.96869 -0.28334
C 2.21771 -0.09963 2.16367
C 1.54653 -1.57674 0.40389
O 0.88269 -0.66012 -0.05658
N 2.18709 -1.41170 1.60427
H 2.71119 -3.24712 -0.30071
H 2.72540 -2.16378 2.02575
H 1.44069 0.51750 1.65479
H 0.98651 -3.73334 0.15728
H 1.12866 -2.74699 -1.29311
H 1.88460 -0.00412 3.21475
H 3.16355 0.41921 1.85063
C -2.24691 0.35424 -2.38310
C -1.50523 2.51774 0.71077
C -2.07880 2.04243 -0.66161
O -3.22716 2.41878 -1.00585
N -1.43242 1.08807 -1.43409
H -0.62197 0.66742 -1.17260
H -1.64232 0.45301 -3.43310
H -0.44247 2.15993 0.71213
H -2.41463 -0.75318 -2.00668
H -3.26921 0.82299 -2.64862
H -1.52802 3.69824 0.62313
H -2.10397 2.20585 1.55834
```

--- b ---
Entry from the Open Molecules 2025 dataset: a 2-piece molecular cluster, C6H14N2O2 overall (wB97M-V/def2-TZVPD).

Its SMILES is CNC(C)=O.CNC(C)=O. The calculation puts the LUMO energy at 0.825 eV.

The geometry in XYZ format:
```
24
C6H14N2O2 (wB97M-V/def2-TZVPD)
C -1.07562 1.62293 0.06820
C -1.74558 0.34249 0.18202
C -4.04992 -0.69606 -0.23699
C 4.20347 -0.09263 -0.15810
C 2.64725 0.12317 -0.08438
C 0.52159 -1.06900 0.02698
H -1.68812 2.59606 0.01582
H -0.40720 1.43518 -0.92890
H -0.46985 1.78224 0.95788
H -3.20334 1.13749 -0.87551
H -3.70944 -1.36242 0.71200
H -4.99328 -0.11541 0.00084
H -4.19351 -1.27428 -1.15989
H 4.54086 -1.14778 -0.32524
H 4.53919 0.24922 0.82194
H 4.54101 0.51752 -0.96861
H 2.47732 -1.90982 -0.03022
H 0.24173 -0.04034 0.13953
H 0.00087 -1.47629 -0.88178
H 0.09499 -1.49137 0.96777
N -3.03878 0.36579 -0.32490
N 1.96156 -1.04355 -0.19224
O -1.35089 -0.64415 0.68014
O 2.19616 1.20151 0.11836
```

--- c ---
Entry from the Open Molecules 2025 dataset: a 2-piece molecular cluster, C6H14N2O2 overall (wB97M-V/def2-TZVPD).

The calculation puts the LUMO energy (alpha / beta) at -0.872 / 0.044 eV.

The geometry in XYZ format:
```
24
C6H14N2O2 (wB97M-V/def2-TZVPD)
C -1.56800 -0.34198 1.35157
C -0.57875 -2.18483 0.03378
N -0.42206 -0.86798 0.63179
C 0.87432 -0.50000 1.13354
O 0.97986 0.45887 1.94005
H 1.47104 -1.42420 1.26561
H -1.36476 0.68677 1.63097
H 0.27982 -2.40107 -0.59967
H -2.46049 -0.40896 0.73134
H -1.71404 -0.92270 2.27014
H -0.64978 -2.95129 0.81303
H -1.48762 -2.20567 -0.56778
C -1.22921 1.67767 -1.06967
C 2.30988 1.27226 -0.41808
N -0.41394 0.49275 -1.09247
C 1.68314 -0.08072 -0.52822
O 1.94050 -0.96022 -1.28665
H -0.69752 -0.11970 -1.85957
H -0.87839 2.35086 -0.28492
H -1.19299 2.22326 -2.02679
H -2.29517 1.46685 -0.88231
H 2.37725 1.67679 -1.42896
H 1.72463 1.90486 0.24110
H 3.31229 1.15836 0.00215
```

The structure with the greatest stability is a.